ORCA calculation (ωB97M-V/def2-TZVPD) on C34H54CrNO7P2S as an isolated structure.

XYZ file:
```
100
Properties=species:S:1:pos:R:3:lowdin_charge:R:1
Cr -0.333 0.315 0.108 0.72
C -4.771 -0.879 -0.366 -0.03
C -4.882 -2.214 -1.071 -0.39
C -5.525 -2.145 -2.438 -0.03
O -3.586 -2.898 -1.196 -0.16
P -2.146 -2.306 -1.352 0.47
O -1.695 -1.403 -0.273 -0.31
C -2.070 -1.482 -2.959 -0.19
P -0.575 -0.515 -3.212 0.48
O -0.227 0.287 -2.024 -0.27
O -0.810 0.441 -4.432 -0.15
C -1.005 -0.026 -5.806 -0.43
C -2.458 0.183 -6.172 -0.03
C -0.051 0.762 -6.674 -0.03
O 0.463 -1.611 -3.648 -0.19
C 1.878 -1.251 -3.857 -0.41
C 2.331 -1.990 -5.093 -0.03
C 2.639 -1.621 -2.606 -0.02
O -1.236 -3.573 -1.424 -0.17
C -1.521 -4.753 -2.241 -0.42
C -0.250 -5.076 -2.996 -0.02
C -1.981 -5.856 -1.316 -0.03
H -5.778 -0.489 -0.213 0.10
H -4.224 -0.139 -0.951 0.09
H -4.290 -0.975 0.605 0.06
H -5.442 -2.903 -0.437 0.15
H -4.996 -1.454 -3.096 0.07
H -6.550 -1.789 -2.341 0.10
H -5.547 -3.128 -2.906 0.09
H -2.895 -0.768 -3.002 0.08
H -2.203 -2.205 -3.767 0.09
H -0.747 -1.089 -5.838 0.13
H -2.725 1.233 -6.061 0.10
H -3.121 -0.414 -5.545 0.07
H -2.625 -0.108 -7.209 0.09
H -0.282 1.826 -6.622 0.10
H -0.137 0.439 -7.711 0.09
H 0.980 0.618 -6.352 0.08
H 1.919 -0.169 -4.022 0.14
H 2.268 -3.067 -4.934 0.09
H 3.368 -1.739 -5.315 0.10
H 1.723 -1.727 -5.957 0.07
H 2.537 -2.692 -2.425 0.08
H 2.267 -1.078 -1.739 0.06
H 3.697 -1.391 -2.736 0.10
H -2.323 -4.496 -2.940 0.13
H 0.536 -5.368 -2.299 0.09
H 0.092 -4.212 -3.563 0.07
H -0.426 -5.903 -3.683 0.10
H -1.192 -6.095 -0.603 0.09
H -2.208 -6.753 -1.892 0.09
H -2.874 -5.559 -0.770 0.08
C 2.773 3.368 -0.430 -0.08
C 2.638 4.091 0.750 -0.09
C 1.647 3.748 1.650 -0.04
C 0.797 2.676 1.363 -0.20
C 0.919 1.923 0.187 -0.16
C 1.925 2.305 -0.700 -0.11
C -0.273 2.258 2.288 -0.19
C -0.605 3.021 3.442 0.02
C -1.590 2.602 4.274 0.01
C -2.275 1.392 3.999 -0.15
C -3.284 0.886 4.848 -0.02
C -3.906 -0.296 4.563 -0.07
C -3.531 -1.013 3.410 -0.07
C -2.562 -0.540 2.567 -0.04
C -1.911 0.682 2.840 -0.19
N -0.928 1.136 1.989 0.06
H 3.546 3.643 -1.137 0.10
H 3.303 4.917 0.963 0.10
H 1.557 4.316 2.566 0.10
H 2.049 1.764 -1.633 0.08
H -0.074 3.939 3.636 0.11
H -1.861 3.178 5.150 0.12
H -3.549 1.454 5.731 0.12
H -4.676 -0.682 5.216 0.11
H -4.015 -1.957 3.191 0.11
H -2.284 -1.097 1.687 0.07
C 2.782 -5.555 0.661 -0.11
C 3.482 -4.229 0.408 -0.29
C 2.954 -3.105 1.289 -0.32
S 1.223 -2.718 0.889 0.97
O 1.217 -1.242 0.547 -0.58
C 0.429 -2.850 2.511 -0.32
C 0.655 -1.673 3.457 -0.27
C 1.970 -1.681 4.227 -0.09
H 3.230 -6.356 0.074 0.08
H 1.723 -5.508 0.399 0.05
H 2.852 -5.839 1.713 0.08
H 3.393 -3.942 -0.642 0.09
H 4.551 -4.332 0.608 0.12
H 3.468 -2.159 1.114 0.10
H 3.042 -3.362 2.341 0.08
H 0.766 -3.805 2.925 0.10
H -0.631 -2.950 2.270 0.08
H -0.183 -1.666 4.157 0.11
H 0.573 -0.747 2.881 0.08
H 2.171 -2.657 4.674 0.08
H 1.936 -0.952 5.036 0.08
H 2.815 -1.414 3.595 0.07
```

As for the electronic energy: -4034.8505 Ha. Its LUMO energy (spin up / spin down) is -2.01 / -2.11 eV. The total charge is +1. The spin multiplicity is 5.

---

ORCA calculation (ωB97M-V/def2-TZVPD) on one molecule with the formula C9H17N3O.

XYZ file:
```
30
Properties=species:S:1:pos:R:3:lowdin_charge:R:1
C 3.334 1.933 0.527 -0.12
C 2.777 0.856 -0.396 -0.27
C 1.465 0.284 0.137 -0.22
C 0.895 -0.789 -0.788 -0.17
H 1.618 -1.599 -0.899 0.12
H 0.726 -0.365 -1.781 0.11
C -0.415 -1.384 -0.247 -0.34
N -1.392 -0.352 -0.022 -0.06
C -2.038 0.031 1.110 -0.33
C -2.868 1.084 0.837 0.04
C -2.740 1.415 -0.551 -0.51
O -3.234 2.284 -1.246 0.01
N -1.880 0.437 -1.054 0.14
H -1.340 0.543 -1.897 0.15
H -3.483 1.610 1.537 0.10
N -1.775 -0.562 2.328 0.14
H -2.447 -0.306 3.035 0.10
H -1.599 -1.556 2.305 0.09
C -0.974 -2.458 -1.184 -0.04
H -0.256 -3.264 -1.302 0.08
H -1.187 -2.036 -2.163 0.08
H -1.898 -2.868 -0.783 0.08
H -0.204 -1.828 0.731 0.14
H 0.742 1.094 0.249 0.12
H 1.633 -0.145 1.128 0.12
H 2.609 1.282 -1.388 0.11
H 3.508 0.051 -0.500 0.11
H 4.267 2.329 0.133 0.07
H 2.627 2.753 0.625 0.07
H 3.526 1.525 1.517 0.07
```

As for the electronic energy: -592.6343 Ha. As for the SMILES: CCCC[C@H](C)n1[nH]c(=O)cc1N. Its LUMO energy is 0.61 eV.

---

ORCA calculation (ωB97M-V/def2-TZVPD) on a 4-piece molecular cluster, C49H85F9N11O9P3 overall.

XYZ file:
```
166
Properties=species:S:1:pos:R:3:lowdin_charge:R:1
C 0.905 4.561 -0.751 -0.11
C -0.622 4.602 -0.859 -0.26
C -1.129 5.341 -2.116 -0.17
C -2.492 4.773 -2.549 -0.12
N -2.640 4.587 -4.019 0.06
C -3.992 4.709 -4.375 -0.35
O -4.740 5.625 -4.177 0.14
C -4.360 3.448 -5.116 -0.01
C -5.569 3.078 -5.677 -0.09
C -6.726 4.075 -5.558 -0.13
O -6.495 5.307 -6.259 -0.09
N -5.804 5.049 -7.464 -0.01
O -6.308 5.607 -8.356 0.09
C -5.686 1.839 -6.326 -0.08
C -7.055 1.522 -6.914 -0.12
C -8.116 1.169 -5.845 -0.16
C -7.780 -0.092 -5.028 -0.12
C -7.258 0.124 -3.620 -0.20
C -7.150 1.349 -2.983 -0.04
C -6.686 1.469 -1.674 -0.08
C -6.310 0.343 -0.967 -0.09
C -6.412 -0.898 -1.586 -0.08
C -6.880 -1.006 -2.882 -0.05
C -4.564 0.984 -6.438 -0.04
C -4.722 -0.350 -7.162 -0.10
C -4.370 -1.622 -6.350 -0.14
C -5.550 -2.571 -6.093 -0.15
O -5.021 -3.883 -5.763 -0.02
C -5.152 -4.105 -4.410 -0.52
C -3.999 -3.771 -3.502 0.02
O -6.179 -4.538 -3.967 0.13
C -3.312 1.381 -5.905 0.02
C -2.017 0.567 -6.029 -0.34
F -1.026 1.465 -6.254 0.13
F -1.987 -0.264 -7.093 0.13
C -1.557 -0.213 -4.713 -0.33
F -0.600 0.470 -4.077 0.16
F -2.610 -0.269 -3.863 0.13
C -0.929 -1.609 -4.970 -0.35
F -1.773 -2.497 -5.491 0.16
F 0.133 -1.407 -5.772 0.17
C -0.341 -2.249 -3.657 -0.54
F -1.190 -2.186 -2.637 0.19
F 0.843 -1.761 -3.342 0.20
F -0.160 -3.559 -3.928 0.16
C -3.268 2.600 -5.236 0.02
C -2.154 3.333 -4.505 -0.31
O -1.023 3.040 -4.245 0.15
H 1.350 5.541 -0.572 0.07
H 1.167 3.949 0.120 0.05
H 1.361 4.049 -1.601 0.07
H -1.029 5.118 0.018 0.11
H -0.985 3.572 -0.802 0.10
H -1.161 6.418 -1.947 0.11
H -0.396 5.164 -2.906 0.10
H -2.688 3.810 -2.065 0.13
H -3.265 5.447 -2.179 0.12
H -6.856 4.298 -4.499 0.13
H -7.667 3.686 -5.934 0.10
H -7.051 0.783 -7.710 0.11
H -7.407 2.448 -7.379 0.11
H -9.030 0.943 -6.405 0.12
H -8.357 2.014 -5.206 0.09
H -7.121 -0.710 -5.632 0.08
H -8.714 -0.656 -4.928 0.13
H -7.437 2.266 -3.483 0.09
H -6.650 2.461 -1.238 0.11
H -5.949 0.436 0.049 0.10
H -6.152 -1.802 -1.046 0.11
H -6.969 -2.000 -3.310 0.10
H -4.028 -0.320 -8.004 0.12
H -5.706 -0.495 -7.596 0.09
H -3.894 -1.422 -5.393 0.09
H -3.653 -2.204 -6.929 0.11
H -6.082 -2.229 -5.208 0.08
H -6.189 -2.651 -6.972 0.14
H -3.941 -2.695 -3.313 0.08
H -3.057 -4.148 -3.903 0.08
H -4.154 -4.256 -2.539 0.09
O 1.095 3.355 3.928 -0.31
P 1.955 2.167 4.252 0.70
N 3.483 2.784 3.688 -0.28
C 4.573 1.915 3.273 -0.14
C 3.979 3.900 4.495 -0.14
N 1.203 1.055 3.163 -0.32
C 1.994 0.168 2.319 -0.14
C 0.087 1.571 2.380 -0.14
N 2.630 0.829 5.152 -0.27
C 1.574 -0.093 5.676 -0.13
C 3.378 1.225 6.369 -0.14
H 5.000 1.281 4.065 0.07
H 5.403 2.490 2.861 0.06
H 4.257 1.234 2.489 0.04
H 4.228 3.638 5.531 0.06
H 3.223 4.684 4.560 0.07
H 4.878 4.322 4.044 0.08
H 2.522 0.735 1.543 0.07
H 1.349 -0.564 1.827 0.08
H 2.713 -0.408 2.900 0.07
H 0.445 2.279 1.621 0.07
H -0.640 2.079 3.004 0.07
H -0.452 0.770 1.867 0.08
H 0.880 0.427 6.342 0.09
H 2.037 -0.912 6.226 0.06
H 0.993 -0.551 4.885 0.06
H 2.796 1.877 7.024 0.09
H 4.315 1.725 6.133 0.05
H 3.681 0.336 6.923 0.08
O -0.212 -2.791 6.245 -0.30
P -0.138 -4.006 7.124 0.70
N 1.070 -4.901 6.240 -0.29
C 1.182 -6.348 6.317 -0.14
C 2.391 -4.270 6.276 -0.14
N -1.750 -4.564 6.853 -0.32
C -2.034 -5.969 6.592 -0.14
C -2.578 -3.748 5.968 -0.14
N -0.042 -4.977 8.575 -0.27
C -1.104 -4.621 9.563 -0.13
C 1.216 -4.814 9.345 -0.14
H 1.459 -6.748 7.302 0.07
H 1.935 -6.706 5.611 0.08
H 0.248 -6.831 6.049 0.05
H 2.849 -4.229 7.271 0.06
H 2.323 -3.235 5.935 0.06
H 3.084 -4.802 5.624 0.08
H -1.654 -6.269 5.608 0.08
H -3.111 -6.150 6.609 0.08
H -1.609 -6.618 7.358 0.07
H -2.243 -3.832 4.927 0.09
H -2.557 -2.701 6.249 0.07
H -3.620 -4.073 6.017 0.08
H -1.036 -3.575 9.873 0.09
H -1.006 -5.255 10.445 0.08
H -2.100 -4.789 9.168 0.07
H 1.437 -3.768 9.567 0.09
H 2.073 -5.244 8.832 0.05
H 1.155 -5.374 10.278 0.08
O 7.123 1.994 1.147 -0.30
P 8.176 0.959 0.832 0.72
N 9.450 2.044 0.323 -0.29
C 10.496 1.648 -0.606 -0.14
C 10.002 2.829 1.429 -0.14
N 7.316 0.245 -0.500 -0.32
C 7.982 -0.051 -1.763 -0.15
C 5.993 0.789 -0.796 -0.13
N 9.189 -0.467 0.942 -0.27
C 8.393 -1.708 1.184 -0.13
C 10.156 -0.453 2.068 -0.14
H 11.173 0.861 -0.249 0.07
H 11.121 2.508 -0.857 0.08
H 10.079 1.284 -1.539 0.05
H 10.523 2.237 2.192 0.06
H 9.203 3.356 1.953 0.07
H 10.713 3.567 1.053 0.08
H 8.243 0.873 -2.292 0.08
H 7.329 -0.640 -2.410 0.08
H 8.880 -0.651 -1.618 0.07
H 6.067 1.795 -1.228 0.09
H 5.372 0.845 0.091 0.06
H 5.471 0.149 -1.512 0.08
H 7.821 -1.649 2.115 0.09
H 9.064 -2.566 1.240 0.08
H 7.697 -1.909 0.377 0.07
H 9.676 -0.246 3.028 0.09
H 10.952 0.274 1.920 0.05
H 10.675 -1.409 2.125 0.08
```

As for the electronic energy: -5120.2573 Ha. As for the SMILES: CCCCN1C(=O)c2c(CON=O)c(CCCc3ccccc3)c(CCCOC(C)=O)c(C(F)(F)C(F)(F)C(F)(F)C(F)(F)F)c2C1=O.CN(C)P(=O)(N(C)C)N(C)C.CN(C)P(=O)(N(C)C)N(C)C.CN(C)P(=O)(N(C)C)N(C)C. Its LUMO energy is -0.44 eV.